Entry 1:
Molecular formula: C18H21ClO3
Method: DFT, the ωB97M-V functional and the def2-TZVPD basis

Last columns: bonded neighbours and bond lengths (Å).
Positions of all 43 atoms, in Å:
1 C 1.63522 1.02419 -0.98141  H2 1.201, O3 1.517, H42 1.296, H43 1.233
2 H 0.77081 1.75994 -1.37323  C1 1.201
3 O 0.76931 0.05261 -0.20259  C1 1.517, C4 1.427
4 C 1.62307 -0.94302 0.35980  O3 1.427, C5 1.469, C9 1.489
5 C 3.02155 -1.16811 -0.02942  C4 1.469, C6 1.530, H41 1.088
6 C 3.84448 -2.12671 0.83350  C5 1.530, C7 1.333, C37 1.341
7 C 3.26513 -2.88429 1.76428  C6 1.333, C8 1.606, H36 1.168
8 C 1.66409 -2.91666 1.89050  C7 1.606, C9 1.358, H35 0.979
9 C 0.97212 -1.92847 1.26626  C4 1.489, C8 1.358, O10 1.374
10 O -0.35075 -1.75646 1.59584  C9 1.374, C11 1.256
11 C -1.28131 -1.02106 1.18124  O10 1.256, H12 1.041, C14 1.482
12 H -0.92671 -0.04256 1.17011  C11 1.041
13 H -1.26276 -1.08980 -0.27523  no bonds
14 C -2.64653 -1.12278 1.74963  C11 1.482, C15 1.581, H33 1.075, H34 0.929
15 C -3.75218 -0.38876 0.89086  C14 1.581, H16 1.049, H17 1.035, O18 1.574
16 H -4.52429 -0.40546 1.60081  C15 1.049
17 H -3.79265 -0.52035 -0.13513  C15 1.035
18 O -3.38545 1.13279 1.05998  C15 1.574, C19 1.199
19 C -2.91087 1.69383 0.11207  O18 1.199, C20 1.554, C24 1.328
20 C -2.24466 3.03371 0.53080  C19 1.554, C21 1.418, Cl32 1.507
21 C -1.58307 3.67565 -0.54603  C20 1.418, C22 1.175, H31 1.098
22 C -1.19456 3.23399 -1.56274  C21 1.175, C23 1.453, H30 1.217
23 C -1.77626 1.97127 -1.98420  C22 1.453, C24 1.318, C26 1.582
24 C -2.37113 1.28338 -1.03035  C19 1.328, C23 1.318
25 H -2.99223 0.02892 -1.52080  no bonds
26 C -1.54075 1.45485 -3.46048  C23 1.582, H27 1.286, H28 1.114, H29 1.219
27 H -0.83494 2.21723 -4.21805  C26 1.286
28 H -2.50880 1.09044 -3.87425  C26 1.114
29 H -0.74310 0.54495 -3.31425  C26 1.219
30 H -0.72173 3.93629 -2.43744  C22 1.217
31 H -1.32472 4.66769 -0.15307  C21 1.098
32 Cl -2.65639 3.53335 1.89118  C20 1.507
33 H -2.89575 -2.16415 1.65233  C14 1.075
34 H -2.46849 -0.80367 2.60426  C14 0.929
35 H 1.23011 -3.44090 2.59367  C8 0.979
36 H 3.47813 -3.81276 2.43966  C7 1.168
37 C 5.11088 -2.40653 0.49352  C6 1.341, H39 0.955, H40 1.297
38 H 5.84979 -1.26595 1.12034  no bonds
39 H 5.40081 -2.46542 -0.41462  C37 0.955
40 H 5.67454 -3.24323 1.30805  C37 1.297
41 H 3.59772 -0.34354 -0.44291  C5 1.088
42 H 2.59119 1.48394 -0.23708  C1 1.296
43 H 2.19110 0.44163 -1.91541  C1 1.233

For the largest force on an atom, the calculation gives 19.35 eV Å⁻¹. The energy above the lowest of the compared OMol25 structures with the same formula, charge and spin comes out at 1649.6 kJ/mol.

=====

Entry 2:
Molecular formula: C5H7NS
Method: DFT, the ωB97M-V functional and the def2-TZVPD basis

Last columns: bonded neighbours and bond lengths (Å).
Positions of all 14 atoms, in Å:
1 C -2.12137 -0.73864 0.07703  C2 1.476, H8 1.148, H9 1.132, H10 1.122
2 C -0.72553 -0.26586 -0.00435  C1 1.476, C3 1.376, N7 1.376
3 C 0.46629 -0.94902 -0.08152  C2 1.376, C4 1.423, H11 1.086
4 C 1.51934 0.00769 -0.10717  C3 1.423, S5 1.811, C6 1.382
5 S 3.26503 -0.45432 0.02439  C4 1.811, H12 1.344
6 C 0.93492 1.25896 -0.06130  C4 1.382, N7 1.365, H13 1.085
7 N -0.41514 1.07493 0.01338  C2 1.376, C6 1.365, H14 1.014
8 H -2.70526 -0.62035 -0.90380  C1 1.148
9 H -2.69651 -0.20949 0.89553  C1 1.132
10 H -2.14656 -1.85774 0.15586  C1 1.122
11 H 0.55790 -2.02064 -0.22876  C3 1.086
12 H 3.82585 0.70818 0.39769  S5 1.344
13 H 1.35310 2.25678 -0.14404  C6 1.085
14 H -1.11205 1.80951 -0.03293  N7 1.014

For the largest force on an atom, the calculation gives 2.09 eV Å⁻¹. The energy above the lowest of the compared OMol25 structures with the same formula, charge and spin comes out at 21.7 kJ/mol. As for the SMILES: Cc1cc(S)c[nH]1.

=====

Entry 3:
Molecular formula: C23H38F5NO5S
Method: DFT, the ωB97M-V functional and the def2-TZVPD basis

Last columns: bonded neighbours and bond lengths (Å).
Positions of all 73 atoms, in Å:
1 C 0.63593 -4.90023 -2.23148  C2 1.330, H32 1.078, H33 1.079
2 C 0.45879 -3.86028 -1.42112  C1 1.330, C3 1.505, H34 1.083
3 C -0.55759 -2.77535 -1.65655  C2 1.505, N4 1.520, C20 1.553, H35 1.085
4 N 0.22546 -1.47387 -1.71567  C3 1.520, C5 1.499, C7 1.494, H36 1.020
5 C 0.77964 -1.30410 -3.09854  N4 1.499, C6 1.544, H37 1.082, H38 1.082
6 C 2.23870 -1.78673 -3.24207  C5 1.544, H39 1.085, H40 1.087, H41 1.083
7 C -0.59143 -0.27130 -1.37161  N4 1.494, C8 1.534, C18 1.509, H42 1.088
8 C 0.20844 1.01538 -1.13313  C7 1.534, C9 1.539, H43 1.083, H44 1.088
9 C 1.72431 0.91246 -0.88908  C8 1.539, C10 1.528, H45 1.095, H46 1.089
10 C 2.15017 0.96998 0.57679  C9 1.528, C11 1.542, C12 1.546, H47 1.091
11 C 1.81625 -0.32003 1.35325  C10 1.542, H48 1.085, H49 1.086, H50 1.098
12 C 1.68609 2.24798 1.31341  C10 1.546, C13 1.562, H51 1.085, H52 1.088
13 C 2.88831 3.11288 1.81006  C12 1.562, C14 1.516, H53 1.088, H54 1.088
14 C 2.55890 4.58938 1.90671  C13 1.516, C15 1.372, H55 1.086
15 C 1.64013 5.05351 2.81430  C14 1.372, C16 1.506, C17 1.511
16 C 2.05664 5.96816 3.93592  C15 1.506, H56 1.094, H57 1.085, H58 1.088
17 C 0.16956 4.70922 2.76085  C15 1.511, H59 1.097, H60 1.090, H61 1.085
18 C -1.52509 -0.46886 -0.20330  C7 1.509, O19 1.421, H62 1.088, H63 1.089
19 O -2.33239 -1.62715 -0.36029  C18 1.421, C20 1.394
20 C -1.56750 -2.78702 -0.47633  C3 1.553, O19 1.394, C21 1.541, S22 1.853
21 C -0.94830 -3.08443 0.90292  C20 1.541, H64 1.087, H65 1.084, H66 1.084
22 S -2.82634 -4.09038 -0.86384  C20 1.853, O23 1.434, O24 1.435, C25 1.877
23 O -3.78325 -3.45048 -1.71882  S22 1.434
24 O -2.24362 -5.25377 -1.46874  S22 1.435
25 C -3.80949 -4.53502 0.67248  S22 1.877, F26 1.340, F27 1.342, C28 1.571
26 F -4.21105 -3.39152 1.24479  C25 1.340
27 F -4.88390 -5.18132 0.19290  C25 1.342
28 C -3.10432 -5.45066 1.73717  C25 1.571, F29 1.336, F30 1.343, F31 1.343
29 F -2.07116 -6.12558 1.22599  C28 1.336
30 F -4.00309 -6.33947 2.19096  C28 1.343
31 F -2.70193 -4.71752 2.78845  C28 1.343
32 H 1.37669 -5.64247 -1.98214  C1 1.078
33 H 0.02984 -5.04761 -3.11205  C1 1.079
34 H 1.11552 -3.77276 -0.56479  C2 1.083
35 H -1.11239 -2.94690 -2.57270  C3 1.085
36 H 1.00951 -1.61871 -1.07961  N4 1.020
37 H 0.75607 -0.26219 -3.39064  C5 1.082
38 H 0.18564 -1.84473 -3.82347  C5 1.082
39 H 2.61900 -2.23514 -2.32962  C6 1.085
40 H 2.27334 -2.58552 -3.97779  C6 1.087
41 H 2.89218 -1.00398 -3.60564  C6 1.083
42 H -1.24683 -0.10368 -2.22339  C7 1.088
43 H 0.03076 1.69009 -1.96182  C8 1.083
44 H -0.25011 1.51111 -0.28011  C8 1.088
45 H 2.21615 0.04100 -1.33304  C9 1.095
46 H 2.17715 1.77846 -1.36859  C9 1.089
47 H 3.24033 0.99990 0.55947  C10 1.091
48 H 0.80987 -0.31553 1.75761  C11 1.085
49 H 2.55898 -0.42757 2.13818  C11 1.086
50 H 1.98983 -1.17003 0.68086  C11 1.098
51 H 1.00803 2.85996 0.72766  C12 1.085
52 H 1.17780 1.91112 2.21506  C12 1.088
53 H 3.75866 2.95014 1.17791  C13 1.088
54 H 3.15887 2.78655 2.81184  C13 1.088
55 H 3.07737 5.24755 1.21506  C14 1.086
56 H 2.55691 6.84821 3.51988  C16 1.094
57 H 2.71597 5.42891 4.60773  C16 1.085
58 H 1.18111 6.28933 4.49608  C16 1.088
59 H -0.17487 4.04093 3.55909  C17 1.097
60 H -0.33213 5.66252 2.93002  C17 1.090
61 H -0.13867 4.36880 1.77822  C17 1.085
62 H -2.19432 0.38850 -0.24211  C18 1.088
63 H -1.02548 -0.41249 0.76294  C18 1.089
64 H -0.09921 -2.42499 1.06296  C21 1.087
65 H -1.68600 -2.79262 1.64227  C21 1.084
66 H -0.65084 -4.11873 1.02911  C21 1.084
67 C -2.52693 4.16373 -2.01936  C68 1.540, H71 1.089, H72 1.094, H73 1.091
68 C -1.64927 3.98125 -0.76764  C67 1.540, O69 1.242, O70 1.263
69 O -0.94116 4.94235 -0.42520  C68 1.242
70 O -1.72871 2.85130 -0.20862  C68 1.263
71 H -2.40090 5.15713 -2.44618  C67 1.089
72 H -2.25751 3.42026 -2.77481  C67 1.094
73 H -3.57713 4.02268 -1.75898  C67 1.091

For the largest force on an atom, the calculation gives 3.04 eV Å⁻¹.

=====

One value per record, in order, for E_HOMO: -7.2305 -7.7424 -6.3868 eV.